Entry 1:
A 8-piece molecular cluster, C20H45N5O7 overall. Source: OMol25; level of theory: ωB97M-V with the def2-TZVPD basis set.

The structure (SMILES) is [H]/N=C(\N)NCCCCc1ccc2nccnc2c1.CO.CO.CO.CO.CO.CO.CO. The calculation puts the total energy at -43249.96152 eV. As for the net charge: 0.

Each line ends with the Mulliken charge.
Atoms and positions in Å:
H 5.2682 1.2781 0.6175  0.1374
N 4.9264 0.9849 -0.2965  -0.5000
C 5.2348 1.8296 -1.1917  0.2249
N 6.0009 2.9753 -1.0272  -0.5664
N 4.8709 1.6417 -2.5642  -0.3212
C 3.5210 1.0814 -2.7775  -0.6399
C 2.4783 2.1433 -3.1251  -0.2232
C 2.4814 3.4056 -2.2626  -0.3807
C 1.1969 3.6269 -1.4340  -1.1954
C 0.6197 2.3940 -0.7961  0.6103
C 1.4641 1.5153 -0.0641  -0.2931
C 0.9821 0.3842 0.5160  -0.8538
C -0.3842 0.0580 0.3997  0.8662
N -0.8553 -1.0943 0.9518  -0.5591
C -2.1216 -1.3408 0.7623  -1.0113
C -2.9894 -0.4626 0.0584  -0.4783
N -2.5674 0.6540 -0.4694  -0.6403
C -1.2417 0.9294 -0.3183  0.3508
C -0.7090 2.0951 -0.9044  -0.5324
H 6.0193 3.3119 -0.0737  0.2590
H 5.7358 3.7131 -1.6642  0.3033
H 5.5260 0.9697 -2.9453  0.3216
H 3.2036 0.4669 -1.9329  0.2368
H 3.5986 0.4038 -3.6302  0.4687
H 2.6596 2.4432 -4.1597  0.3525
H 1.4999 1.6569 -3.1161  0.0083
H 2.5805 4.2812 -2.9039  0.5489
H 3.3160 3.4415 -1.5626  0.0809
H 1.4168 4.3371 -0.6305  0.4328
H 0.4381 4.1073 -2.0499  0.0206
H 2.5167 1.7493 0.0280  0.4664
H 1.6295 -0.2919 1.0585  0.5025
H -2.5248 -2.2725 1.1529  1.0515
H -4.0353 -0.7224 -0.0634  0.4773
H -1.3876 2.7295 -1.4613  0.4292
C -0.0994 4.2179 -4.8974  -0.4634
O 1.1585 4.6676 -5.3906  -0.5193
H -0.2797 4.7338 -3.9593  0.1682
H -0.9086 4.4582 -5.5913  0.3894
H -0.0866 3.1396 -4.7135  0.1550
H 1.3296 4.2252 -6.2259  0.2942
C -4.2648 -2.4202 4.1600  -0.5347
O -3.3229 -1.3505 4.0603  -0.4559
H -4.7121 -2.3686 5.1515  0.3095
H -5.0473 -2.3287 3.4076  0.1962
H -3.7767 -3.3907 4.0459  0.2737
H -2.9381 -1.4034 3.1815  0.2006
C 5.4203 -0.7468 2.9516  -0.3052
O 5.6485 0.4596 3.6744  -0.5125
H 4.7683 -0.4970 2.1182  -0.0123
H 6.3518 -1.1578 2.5541  0.2599
H 4.9257 -1.5011 3.5685  0.2873
H 6.2236 0.2627 4.4180  0.2934
C -0.7432 -4.1774 -1.0607  -0.2108
O -1.7341 -4.5997 -1.9914  -0.5314
H -1.1992 -4.1671 -0.0739  0.1574
H 0.1059 -4.8653 -1.0465  0.3219
H -0.3939 -3.1683 -1.2943  -0.0446
H -1.3305 -4.6057 -2.8647  0.3011
C -4.7264 0.0343 7.4031  -0.5590
O -3.6170 0.4294 6.6159  -0.5186
H -4.8496 0.7803 8.1854  0.2508
H -5.6496 -0.0050 6.8157  0.2379
H -4.5654 -0.9391 7.8778  0.2430
H -3.4983 -0.2239 5.9179  0.3325
C 0.2061 -1.5988 -3.8769  -0.4955
O 0.6648 -2.8068 -4.4756  -0.5475
H -0.8552 -1.7289 -3.6779  0.3283
H 0.7215 -1.4059 -2.9312  0.0884
H 0.3363 -0.7403 -4.5413  0.3431
H 1.6039 -2.7179 -4.6568  0.2884
C -7.1668 -4.5389 2.8338  -0.5761
O -6.0437 -4.1548 2.0482  -0.4332
H -7.3079 -3.7654 3.5853  0.2096
H -8.0758 -4.6095 2.2317  0.2888
H -6.9976 -5.4921 3.3409  0.2744
H -5.9041 -4.8280 1.3767  0.2716


Entry 2:
C20H45N9O2P2S as an isolated structure at a distorted geometry. Source: OMol25; level of theory: ωB97M-V with the def2-TZVPD basis set.

The calculation puts the total energy at -68387.64016 eV. As for the net charge: 0.

Each line ends with the Mulliken charge.
Atoms and positions in Å:
C 8.2725 6.2763 1.5111  -0.8840
N 6.8232 6.2849 1.6919  -0.4247
C 6.3979 5.0174 2.2696  -0.5580
C 4.9139 4.9319 2.5205  0.7573
C 4.1625 6.0132 3.0934  -0.6423
C 2.8347 5.9138 3.3537  -0.9477
C 2.1578 4.7034 3.0622  0.8814
N 0.8695 4.3968 3.2603  -0.7210
S 0.6658 2.9097 2.7135  0.1858
N 2.1534 2.5345 2.2056  -0.2500
C 2.8803 3.6253 2.4716  0.3727
C 4.2699 3.7713 2.2223  -0.7250
H 8.7931 5.7786 2.3434  0.2973
H 8.5273 5.7019 0.6184  0.2733
H 8.6715 7.2847 1.4285  0.3599
H 6.5800 7.0593 2.2957  0.2454
H 6.9404 4.7767 3.1985  0.3189
H 6.6422 4.2413 1.5417  0.3652
H 4.6626 6.9442 3.3295  0.2129
H 2.2939 6.7395 3.7962  0.4036
H 4.8147 2.9398 1.7913  0.4400
O 4.1405 -1.4303 -1.1271  -0.8971
P 2.7308 -1.8913 -0.9397  0.6566
N 2.4849 -1.6972 0.7437  0.3414
C 2.4409 -2.7853 1.6960  -1.0102
C 2.8321 -0.3875 1.2870  -1.1705
N 2.8971 -3.5269 -1.4181  0.2431
C 2.2853 -4.6662 -0.7664  -1.0781
C 4.1485 -3.9128 -2.0595  -1.0399
N 1.0485 -1.9397 -1.3305  0.1367
C 0.8269 -1.8895 -2.7967  -0.9729
C 0.1732 -0.9146 -0.7307  -0.8229
H 1.6299 -3.4802 1.4682  0.2923
H 2.2094 -2.4053 2.6913  0.3971
H 3.3852 -3.3428 1.7563  0.2735
H 2.0599 0.3467 1.0521  0.3031
H 3.7762 -0.0128 0.8786  0.3461
H 2.9390 -0.4073 2.3700  0.4139
H 2.8603 -5.0023 0.1047  0.3268
H 2.2236 -5.5075 -1.4633  0.3758
H 1.2615 -4.4577 -0.4598  0.2708
H 4.9565 -4.0705 -1.3348  0.3017
H 4.4710 -3.1583 -2.7706  0.3212
H 4.0031 -4.8386 -2.6217  0.3382
H 1.1192 -0.9244 -3.2219  0.3464
H -0.2267 -2.0609 -3.0168  0.2254
H 1.3967 -2.6714 -3.2957  0.3409
H 0.5324 0.1026 -0.9133  0.2839
H 0.0706 -1.0654 0.3410  0.2429
H -0.8319 -0.9992 -1.1463  0.2822
O -3.6152 -0.9475 -0.9795  -0.7719
P -5.0767 -1.0048 -1.2873  0.6602
N -5.7963 -0.7873 0.2534  0.2068
C -6.4215 -1.8424 1.0240  -0.9956
C -5.3209 0.3592 1.0179  -1.0413
N -5.1911 -2.6144 -1.8518  0.2158
C -6.2511 -3.5522 -1.5405  -1.0972
C -3.9415 -3.3217 -2.1118  -1.0962
N -6.4945 -0.5794 -2.1793  0.0059
C -6.2124 -0.4482 -3.6308  -1.1012
C -7.2237 0.6347 -1.7695  -0.9681
H -7.2643 -2.2804 0.4867  0.3034
H -6.8558 -1.4351 1.9369  0.4022
H -5.7216 -2.6390 1.3064  0.2610
H -5.7657 1.2920 0.6473  0.2620
H -4.2340 0.4689 0.9651  0.2945
H -5.5856 0.2718 2.0698  0.4030
H -6.0953 -4.0455 -0.5744  0.3395
H -6.2949 -4.3335 -2.3047  0.3511
H -7.2302 -3.0763 -1.5452  0.3044
H -3.4811 -3.7048 -1.1932  0.3037
H -3.2244 -2.6755 -2.6098  0.3163
H -4.1284 -4.1640 -2.7818  0.3614
H -5.5616 0.4047 -3.8458  0.3428
H -7.1451 -0.3202 -4.1793  0.4066
H -5.7334 -1.3493 -4.0086  0.3176
H -6.5837 1.5204 -1.7256  0.3348
H -7.6968 0.4921 -0.8013  0.2802
H -8.0250 0.8297 -2.4823  0.3686


Entry 3:
C20H46B2Br16NO3P as an isolated structure at a distorted geometry. Source: OMol25; level of theory: ωB97M-V with the def2-TZVPD basis set.

The calculation puts the energy relative to the best compared isomer or geometry (same formula, charge and spin) at 0.00 kcal/mol. As for the net charge: 0.

Each line ends with the Mulliken charge.
Atoms and positions in Å:
C 0.5838 -2.9208 0.2784  -0.6769
C 1.4131 -1.6948 -0.1273  0.0916
C 0.7944 -0.3499 0.3216  -0.0913
O -0.5870 -0.4373 0.7033  -0.4701
B -1.5262 -0.2951 -0.2677  0.1606
C -3.0419 -0.2738 0.2135  -0.5481
B -3.1731 -1.5490 1.1175  0.7685
O -2.7561 -1.5146 2.4847  -0.6906
O -3.6452 -2.6913 0.4725  -0.5969
P -1.2426 -0.1791 -2.1840  0.8627
N -2.1785 -1.2603 -2.8984  -0.8833
H -0.2509 -3.0059 -0.4341  0.1507
H 1.1303 -3.8612 0.2136  0.1319
H 0.1063 -2.7705 1.2515  0.1355
H 1.5705 -1.6974 -1.2096  0.0834
H 2.3955 -1.7638 0.3572  0.2772
H 1.3316 -0.0531 1.2284  0.3513
H 0.9964 0.4510 -0.3921  -0.3053
H -3.2972 0.6543 0.7370  0.2209
H -3.6799 -0.3605 -0.6718  0.2242
H -1.8482 -1.8578 2.4615  0.3377
H -2.9936 -3.3880 0.6440  0.3183
H 0.1167 -0.4598 -2.4776  -0.1148
H -1.5192 1.1308 -2.6523  -0.2827
H -2.6970 -1.7517 -2.1720  0.3164
Br -4.0641 -3.3942 2.9377  0.0620
C -5.5414 -4.2482 3.9192  -0.7336
C -6.3339 -3.2151 4.6682  -0.5215
Br -5.4045 -2.6274 6.2819  -0.1694
H -5.1149 -5.0086 4.5673  0.3839
H -6.1625 -4.7301 3.1652  0.3694
H -7.2758 -3.6337 5.0189  0.2522
H -6.5341 -2.3239 4.0805  0.4072
Br 0.6114 3.2433 -1.2002  -0.0553
C 2.4093 3.7204 -1.7646  0.0152
C 3.2201 2.5034 -2.1206  -0.2992
Br 3.8339 1.5588 -0.5309  -0.1572
H 2.8469 4.3044 -0.9590  0.3594
H 2.2735 4.3539 -2.6399  -0.1421
H 4.1266 2.7913 -2.6496  -0.0688
H 2.6668 1.7866 -2.7199  0.3868
Br 2.5678 -5.9409 -2.2052  -0.1486
C 4.1632 -6.1633 -1.1126  -0.4038
C 4.1059 -5.3027 0.1204  -0.6010
Br 4.4823 -3.4430 -0.3042  -0.0984
H 5.0156 -5.9364 -1.7463  0.1812
H 4.1817 -7.2171 -0.8420  0.3587
H 4.8758 -5.5980 0.8304  0.3782
H 3.1381 -5.3271 0.6115  0.3591
Br 2.4733 4.0858 2.3248  -0.1285
C 0.9928 5.3256 2.5709  -0.5649
C -0.0784 4.7406 3.4523  -0.6021
Br -1.1609 3.4385 2.4955  -0.1033
H 0.6317 5.5864 1.5806  0.3235
H 1.4324 6.2044 3.0382  0.3675
H -0.7758 5.5133 3.7688  0.3315
H 0.3224 4.2371 4.3262  0.3760
Br 4.2500 -2.6104 -3.8023  -0.1081
C 6.0776 -2.1172 -4.2502  -0.6207
C 6.9338 -3.3298 -4.5048  -0.5482
Br 7.4468 -4.2145 -2.8492  -0.1513
H 6.4464 -1.4997 -3.4369  0.3656
H 5.9985 -1.5161 -5.1539  0.3436
H 7.8717 -3.0416 -4.9749  0.3486
H 6.4361 -4.0744 -5.1177  0.3699
Br -10.3698 -3.0197 5.9344  -0.1396
C -9.3359 -2.0827 7.2943  -0.5433
C -8.8218 -3.0324 8.3423  -0.5484
Br -10.2286 -3.5555 9.5828  -0.1548
H -9.9775 -1.3064 7.6984  0.4324
H -8.5082 -1.6236 6.7571  0.2450
H -8.0651 -2.5496 8.9564  0.3574
H -8.4136 -3.9472 7.9255  0.3463
Br 0.5208 6.1727 -3.9997  -0.1304
C -1.2839 6.0160 -4.7141  -0.5527
C -2.1464 5.1900 -3.7985  -0.6416
Br -1.7525 3.2943 -3.9853  -0.0221
H -1.2012 5.5973 -5.7117  0.3845
H -1.6552 7.0364 -4.7811  0.3518
H -3.1975 5.2900 -4.0610  0.3668
H -2.0122 5.4428 -2.7511  0.3680
Br 4.3207 4.9572 -5.3726  -0.1091
C 5.9577 4.7232 -4.3453  -0.6623
C 5.9539 5.5665 -3.0975  -0.3612
Br 6.3130 7.4352 -3.4953  -0.1308
H 6.7830 4.9547 -5.0108  0.4385
H 5.9866 3.6655 -4.0893  0.3109
H 6.7529 5.2572 -2.4267  0.3713
H 5.0057 5.5339 -2.5690  0.1392